No. 1
C5H13N2 | ωB97M-V/def2-TZVPD

Properties
HOMO, eV: -12.65
Charge: +1
E_tot, hartree: -307.48077
Lowest unoccupied orbital energy, eV: -6.79
2S+1: 1

Each line ends with the Löwdin charge.
Element x y z (Å)
C: -2.7523 0.0893 0.3755  -0.06
C: -1.9058 0.5081 -0.8333  -0.21
C: -0.4826 0.2438 -0.6199  0.06
N: 2.7590 1.9165 -1.2923  0.09
C: 1.8271 0.9987 -0.7961  -0.05
C: 0.4901 1.1627 -1.0218  -0.04
N: 1.0785 -3.0509 2.3177  0.03
H: -3.8139 0.2693 0.2599  0.09
H: -2.3305 0.4345 1.3142  0.08
H: -2.2735 0.0560 -1.7672  0.16
H: -1.9877 1.5574 -1.1458  0.12
H: -0.1352 -0.7772 -0.4591  0.14
H: 0.7262 -2.3250 1.7226  -0.04
H: 3.2202 2.4112 -0.5266  0.13
H: 3.4562 1.3710 -1.7771  0.11
H: 2.1415 0.0551 -0.3399  0.14
H: 0.2040 2.1198 -1.4502  0.14
H: -2.7187 -1.0087 0.4355  0.09
H: 2.0571 -2.9308 2.5236  0.01
H: 0.4404 -3.1006 3.0804  0.00



No. 2
C5H13N2 | ωB97M-V/def2-TZVPD

Properties
SMILES: CN/C=C/CC[NH3+]
HOMO, eV: -11.50
Charge: +1
E_tot, hartree: -307.52149
Lowest unoccupied orbital energy, eV: -3.42
2S+1: 1

Each line ends with the Löwdin charge.
Element x y z (Å)
C: 1.6503 -0.5259 1.2615  -0.15
C: 1.7322 0.3705 0.0357  -0.18
C: 0.4187 0.1633 -0.7275  -0.15
C: -0.8463 0.4856 -0.3094  -0.16
N: -1.6799 1.2084 -1.1406  -0.05
C: -3.0732 1.2526 -0.6710  -0.10
N: 1.7547 -1.9774 0.7885  0.19
H: 0.6963 -0.4594 1.7859  0.12
H: 2.4354 -0.2750 1.9944  0.14
H: 2.5903 0.1665 -0.6088  0.12
H: 1.7269 1.4195 0.3444  0.13
H: 0.5044 0.0408 -1.7998  0.09
H: -1.2073 0.3170 0.6998  0.12
H: -1.6044 0.9612 -2.1231  0.14
H: -3.7438 1.6344 -1.4472  0.09
H: -3.1335 1.8547 0.2356  0.09
H: -3.5003 0.2647 -0.4453  0.08
H: 1.1994 -1.9892 -0.0768  0.15
H: 2.7241 -2.2862 0.7388  0.17
H: 1.3561 -2.6262 1.4650  0.17



No. 3
C5H13N2 | ωB97M-V/def2-TZVPD

Properties
HOMO, eV: -14.13
Charge: +1
E_tot, hartree: -307.53247
Lowest unoccupied orbital energy, eV: -2.96
2S+1: 1

Each line ends with the Löwdin charge.
Element x y z (Å)
C: -1.0854 -3.1452 0.4638  -0.07
C: -0.0181 -2.1992 -0.0070  -0.12
C: -0.2832 -1.0616 -0.6198  -0.12
N: 0.7421 -0.2223 -1.2728  0.16
H: -2.0846 -2.7287 0.3454  0.08
H: -1.0173 -4.0602 -0.1207  0.09
H: -0.9351 -3.3273 1.5284  0.09
H: 1.0090 -2.4920 0.1970  0.12
H: -1.2715 -0.6499 -0.7628  0.12
H: 1.6485 -0.6851 -1.1925  0.16
H: 0.5632 -0.1561 -2.2722  0.17
H: 0.8068 0.7656 -0.7915  0.09
C: -0.7427 2.4789 0.2769  -0.09
C: 1.5130 2.4756 0.8092  0.01
N: 0.6643 2.2345 -0.1028  -0.11
H: -1.1641 3.2268 -0.3941  0.09
H: -0.8341 2.8342 1.3038  0.08
H: -1.3408 1.5772 0.1735  0.06
H: 2.5583 2.2076 0.6685  0.09
H: 1.2715 2.9272 1.7698  0.09



No. 4
C5H13N2 | ωB97M-V/def2-TZVPD

Properties
HOMO, eV: -13.07
Charge: +1
E_tot, hartree: -307.41674
Lowest unoccupied orbital energy, eV: -5.42
2S+1: 1

Each line ends with the Löwdin charge.
Element x y z (Å)
C: 2.7057 -0.5044 -0.0750  -0.07
C: 1.5204 0.4397 -0.3440  -0.24
C: 0.5805 0.6400 0.8349  -0.06
C: -0.4503 -0.6617 1.0361  -0.29
C: -1.2531 0.0124 0.3613  0.32
N: -3.6290 0.8940 -2.2224  0.03
N: -0.3398 -1.5407 2.0273  0.18
H: 2.4402 -1.5411 -0.2714  0.08
H: 2.9718 -0.3958 0.9808  0.08
H: 3.5472 -0.2176 -0.6860  0.08
H: 1.8756 1.4265 -0.6619  0.12
H: 1.0075 0.1250 -1.2626  0.12
H: 0.2208 1.6608 0.9128  0.14
H: 1.0994 0.4196 1.7563  0.14
H: -1.5753 0.8127 -0.2540  0.10
H: -3.0762 1.6981 -1.9599  0.00
H: -3.3901 0.6369 -3.1677  0.02
H: -3.5214 0.1321 -1.5740  -0.01
H: -1.2154 -1.9865 2.2545  0.14
H: 0.4817 -2.0498 2.3149  0.14